1.
# C6H12N

An isolated ion of composition C6H12N and charge +1 (wB97M-V/def2-TZVPD, the OMol25 dataset).

Properties
- SMILES string = C[C@H]1CCC=[N+]1C
- ΔE to the lowest compared entry with this formula, charge and spin (kcal per mole) = 22.92
- net charge = +1
- gap between HOMO and LUMO (eV) = 11.12

Last column: Mulliken charge in e.
Atoms and positions in Å:
C (-0.4483, 1.7414, 1.3325)  -0.94
C (1.8317, 0.3082, -0.6171)  -1.32
H (0.7108, -1.9238, -0.9537)  0.43
H (-2.1485, -0.2967, 1.5730)  0.40
C (-1.4071, -0.4235, 0.7408)  0.02
C (-0.0970, -1.2650, -1.0854)  -0.76
C (0.2992, 0.1886, -0.6633)  0.14
H (2.3760, -0.3506, -1.3279)  0.39
H (-2.3589, -1.8566, -0.6158)  0.37
H (-1.0693, 1.7652, 2.1067)  0.38
H (2.1402, 0.0860, 0.4877)  0.31
H (2.1267, 1.3787, -0.8767)  0.33
H (0.5607, 1.8040, 1.6608)  0.35
H (-0.2468, -1.0291, -2.0748)  0.39
N (-0.4828, 0.4715, 0.5533)  0.16
H (-0.0172, 0.9206, -1.4215)  0.35
C (-1.3404, -1.6072, -0.1893)  -0.64
H (-1.1456, -2.5701, 0.5236)  0.29
H (-0.6797, 2.5897, 0.6837)  0.34

***

2.
# C25H26N4O3

One molecule with the formula C25H26N4O3 (wB97M-V/def2-TZVPD, the OMol25 dataset).

Properties
- SMILES string = CCn1cc(CNC(=O)c2cc(-c3cc(OC)ccc3OC)nc3ccccc23)c(C)n1
- ΔE to the lowest compared entry with this formula, charge and spin (kcal per mole) = 39.22
- gap between HOMO and LUMO (eV) = 7.96

Last column: Mulliken charge in e.
Atoms and positions in Å:
H (-1.6720, 3.0132, -3.3825)  0.42
H (-2.2927, 1.1344, 5.0148)  0.32
H (-4.1032, -2.3895, -4.3997)  0.32
C (1.1507, -1.7064, 0.0103)  0.95
C (2.0908, -5.3152, -1.9484)  -0.54
H (0.0991, -0.0128, 4.6063)  0.53
H (0.8912, -4.5470, -3.5473)  0.47
H (-0.7849, 3.2426, 6.6464)  0.31
H (-3.3420, 1.9668, -4.8219)  0.43
H (1.7473, 3.2210, 1.0558)  0.00
C (0.9749, 2.6665, 2.9633)  0.54
H (1.2435, 4.5698, 2.0868)  0.38
O (0.1362, 1.6825, -1.8750)  -0.39
C (-2.7650, -0.0307, -4.3441)  0.65
N (2.0832, -0.1024, 1.4940)  -0.07
C (-3.8322, -1.9042, -5.3428)  -0.80
C (1.2920, 1.3290, 3.2868)  0.82
C (-1.7216, 1.9370, -3.4248)  -0.52
C (0.9837, -3.1754, -1.9077)  -0.10
C (1.7263, 3.5970, 2.0784)  -0.96
C (2.6067, -5.0759, -0.6650)  -0.70
H (2.7088, -3.7316, 0.9866)  0.45
C (-1.3497, 2.3176, 6.5625)  -1.06
C (-1.9056, -0.8125, -3.5884)  -0.07
H (-0.7406, 1.5021, 6.9456)  0.30
C (1.2960, -4.3873, -2.5601)  -0.45
C (0.3432, -0.8308, -0.6723)  -0.86
H (-1.9306, -1.8889, -3.6252)  0.60
H (-2.2476, 2.3981, 7.1689)  0.37
C (-0.0988, -1.1517, -1.9757)  0.44
H (-2.3266, 2.8927, 4.7223)  0.31
H (0.0049, 0.0850, -0.2144)  0.96
H (3.3242, 1.1024, 2.6493)  0.42
H (2.6200, -0.3277, 3.4596)  0.44
N (-0.5569, 1.9779, 4.2706)  0.82
C (0.3675, 3.0691, -1.9253)  -1.09
O (-3.7191, -0.5096, -5.1921)  -0.48
C (-0.9606, -0.2390, -2.7412)  -0.11
N (-0.1384, 3.0332, 3.5754)  -1.07
H (2.7543, 3.7045, 2.4228)  0.34
N (0.2060, -2.2904, -2.5541)  -0.63
H (2.3291, -6.2422, -2.4497)  0.39
C (1.6086, -1.3651, 1.3948)  0.08
H (-4.6289, -2.0579, -6.0691)  0.23
C (-0.8516, 1.1584, -2.6682)  0.13
C (-1.7249, 2.0652, 5.1040)  -0.55
C (1.5041, -2.9364, -0.6040)  0.75
H (0.5593, 3.4096, -2.9473)  0.44
H (3.2319, -5.8231, -0.1987)  0.40
C (2.4210, 0.4979, 2.7725)  -1.47
H (-0.4683, 3.6348, -1.5006)  0.39
C (0.2742, 0.9293, 4.1277)  -0.84
C (-2.6685, 1.3555, -4.2428)  -0.92
H (1.9942, 0.5135, 0.7009)  0.17
C (2.3249, -3.9111, -0.0054)  -0.76
H (-2.9043, -2.3432, -5.7223)  0.33
H (1.2574, 3.2428, -1.3210)  0.20
O (1.5794, -2.1412, 2.3302)  -0.67

***

3.
# C5H17NO2

A 3-piece molecular cluster, C5H17NO2 overall (wB97M-V/def2-TZVPD, the OMol25 dataset).

Properties
- 2S+1 = 2
- ΔE to the lowest compared entry with this formula, charge and spin (kcal per mole) = 15.30
- net charge = +1
- gap between HOMO and LUMO (spin up / spin down) (eV) = 12.14 / 7.60

Last column: Mulliken charge in e.
Atoms and positions in Å:
H (-2.1130, 1.3487, -1.0836)  0.38
H (0.2849, 1.6060, 1.3747)  0.44
H (1.0084, 3.2701, -0.1855)  0.37
H (1.3940, -0.4540, 1.7665)  0.42
H (0.2747, -1.6450, 2.6133)  0.34
H (-2.6039, -0.2051, -0.3224)  0.38
H (1.5433, -1.7490, -2.4544)  0.35
C (0.3840, -0.6939, 2.1035)  -1.58
H (2.0468, -3.3201, 0.0432)  0.35
O (0.6696, -1.5509, -2.8240)  -0.61
O (2.4109, -2.4465, 0.2548)  -0.61
H (-1.2440, 2.1636, 0.7630)  0.37
H (-0.6057, -1.6633, 0.4296)  0.48
C (-0.6406, -0.7325, 1.0007)  -0.34
H (0.1893, 0.1099, 2.8202)  0.52
N (-0.6430, 0.3545, 0.0013)  0.46
H (-1.6236, -0.1508, -1.8458)  0.30
C (-0.3208, 1.6735, 0.4789)  -0.48
H (0.9345, 1.9401, -1.2953)  0.32
H (-1.6276, -0.6691, 1.4782)  0.37
C (0.3321, 2.5400, -0.6084)  -1.16
H (0.1900, -1.3102, -2.0210)  0.28
C (-1.8541, 0.3222, -0.9059)  -0.92
H (-0.3996, 3.0833, -1.2040)  0.36
H (2.0134, -1.8214, -0.3775)  0.20

***

4.
# C2H5O2S

A 2-piece molecular cluster, C2H5O2S overall (wB97M-V/def2-TZVPD, the OMol25 dataset).

Properties
- ΔE to the lowest compared entry with this formula, charge and spin (kcal per mole) = 26.80
- net charge = -1
- gap between HOMO and LUMO (eV) = 8.10

Last column: Mulliken charge in e.
Atoms and positions in Å:
C (0.8476, 0.3497, -1.4445)  -0.63
S (0.2418, -1.3339, -1.4660)  -0.36
H (1.3188, 0.6579, -0.3949)  0.19
H (-0.1218, 1.0299, -1.3865)  0.20
H (-0.7994, -0.0555, 2.8457)  0.32
C (-0.7897, 0.0267, 1.7243)  0.00
H (-0.4089, -1.3418, -0.1247)  0.23
O (-1.2075, -1.0885, 1.3608)  -0.62
H (1.5468, 0.5915, -2.3013)  0.26
O (-0.6277, 1.1640, 1.1869)  -0.61

***

5.
# C5H5N3O7

One molecule with the formula C5H5N3O7 (wB97M-V/def2-TZVPD, the OMol25 dataset).

Properties
- ΔE to the lowest compared entry with this formula, charge and spin (kcal per mole) = 89.26
- gap between HOMO and LUMO (spin up / spin down) (eV) = 7.85 / 8.11

Last column: Mulliken charge in e.
Atoms and positions in Å:
C (2.2685, 0.4253, -1.2993)  -1.44
H (-1.6861, 0.1869, 2.0738)  0.37
C (1.1407, -0.2499, -0.7377)  0.45
O (2.1746, -2.1261, 0.0657)  -0.64
O (-2.0307, -1.2375, -1.2460)  -0.56
O (-2.7226, 1.8925, 0.6194)  -0.56
O (-1.6318, 2.3411, -1.1694)  -0.57
O (-0.0012, -2.0048, 0.0934)  -0.56
H (2.6525, 1.2275, -0.7415)  0.32
N (1.1371, -1.5733, -0.1752)  1.07
O (-0.0801, 0.3158, -0.8683)  -0.35
H (1.3095, -0.1067, 2.6627)  0.48
H (3.0942, -0.2679, -1.2266)  0.41
O (-2.7054, -1.2583, 0.7987)  -0.60
C (-1.0367, 0.4359, 0.1276)  0.47
H (2.0863, 0.7642, -2.2966)  0.33
C (0.5654, 0.1376, 1.9905)  -0.60
N (-2.0370, -0.8938, -0.1084)  1.10
C (-0.6458, 0.2763, 1.6182)  -0.18
N (-1.8513, 1.7149, -0.1809)  1.06

***

6.
# C6H32NO9S

A 10-piece molecular cluster, C6H32NO9S overall (wB97M-V/def2-TZVPD, the OMol25 dataset).

Properties
- ΔE to the lowest compared entry with this formula, charge and spin (kcal per mole) = 79.51
- net charge = -1
- gap between HOMO and LUMO (eV) = 6.31

Last column: Mulliken charge in e.
Atoms and positions in Å:
C (1.8526, 1.4326, 1.9231)  -1.75
H (2.8558, -1.5301, 0.8308)  0.37
H (3.5486, 0.1079, -2.5905)  0.31
H (1.3315, -3.4436, -1.5708)  0.06
H (1.9970, 2.4469, 1.5952)  0.42
H (1.5972, -0.2450, -0.1811)  -0.19
H (-2.8490, 3.2520, -1.7527)  0.34
H (-2.3520, 2.1678, -2.5144)  0.35
H (0.1862, 3.0401, 2.8411)  0.52
H (-1.4490, -3.2988, 0.9237)  0.39
H (-0.7768, 0.3499, -1.6321)  0.18
O (-0.8456, -4.0627, 1.0289)  -0.64
H (2.4631, 1.0113, 1.1624)  0.39
H (0.5951, -1.2053, 0.5051)  0.46
H (-0.7463, 3.2353, -0.3444)  0.31
S (1.0850, -0.5136, -3.5107)  -0.63
H (1.1299, -4.0707, -0.2258)  0.33
O (-3.1002, 0.4538, 0.5034)  -0.82
C (-0.3664, -0.5900, -1.3089)  -0.59
H (-3.1172, -1.2903, 0.9827)  0.36
H (-0.7114, -2.0345, -2.8763)  0.41
C (0.5072, -0.2517, -0.0326)  -0.10
H (-1.3545, 2.4854, 2.4302)  0.45
H (0.2515, 0.1134, 2.5556)  0.31
H (-3.3647, -2.5444, 1.8359)  0.23
H (-2.1545, 0.4047, 0.7386)  0.42
H (-1.2951, -1.0548, -0.9250)  -0.06
H (-0.5137, -4.1227, 1.9579)  0.29
O (3.0120, -2.3959, 1.3490)  -0.68
H (0.0513, 1.6425, -0.0340)  -0.06
H (-3.1340, 1.2425, -0.0813)  0.34
H (0.6832, -2.4279, -1.9364)  -0.64
H (-0.3189, 1.3887, -2.6259)  0.20
O (3.5496, -0.4645, -1.7195)  -0.64
O (1.8559, -3.8288, -0.8195)  -0.66
O (-3.2023, 2.5255, -2.2703)  -0.71
H (-0.7194, 1.8776, 3.8115)  0.31
C (-0.3768, 2.1304, 2.7696)  -1.86
H (-1.2546, 3.6824, 1.0598)  0.24
C (0.4155, 1.0817, 1.9674)  0.94
O (-1.2233, 3.9340, 0.1292)  -0.68
H (0.4746, 2.6322, -2.7937)  0.31
C (0.1590, -1.5645, -2.3390)  0.40
H (2.3484, 1.4294, 2.8828)  0.44
O (-2.7058, -2.0287, 1.4254)  -0.65
N (-0.1691, 0.8710, 0.6052)  0.48
H (3.3567, -3.0900, 0.8388)  0.28
O (-0.3512, 2.3391, -2.3826)  -0.74
H (3.1452, -1.2195, -2.1860)  0.26

***

7.
# C3H12NS

A 2-piece molecular cluster, C3H12NS overall (wB97M-V/def2-TZVPD, the OMol25 dataset).

Properties
- ΔE to the lowest compared entry with this formula, charge and spin (kcal per mole) = 24.46
- net charge = +1
- gap between HOMO and LUMO (eV) = 9.16

Last column: Mulliken charge in e.
Atoms and positions in Å:
S (0.4670, 0.0669, 0.3054)  -0.34
H (-2.5986, 1.5489, -2.7703)  0.35
N (-2.5210, 0.3758, -0.9870)  -0.35
H (-1.8678, 1.0700, -0.5927)  0.32
C (1.9471, 0.1717, 1.4732)  -0.49
H (1.6703, 0.3547, 2.5270)  0.35
C (2.5841, -1.2398, 1.5280)  -0.86
H (3.4955, -1.2283, 2.0924)  0.32
H (-1.4221, 0.1767, -2.7356)  0.30
H (2.4660, 1.0405, 1.0517)  0.37
H (-2.2419, -0.5658, -0.6967)  0.38
H (1.8610, -1.9216, 1.9839)  0.26
H (-3.1718, -0.1150, -2.9719)  0.32
H (2.7414, -1.3676, 0.4045)  0.27
H (-3.3988, 0.4192, -0.4537)  0.34
H (-0.4284, 0.5437, 1.2064)  0.14
C (-2.4047, 0.5123, -2.5021)  -0.69

***

Q: ΔE to the lowest compared entry with this formula, charge and spin of number 6 (C6H32NO9S)?
A: 79.51 kcal per mole

***

Repeat the seventh record exactly.
# C3H12NS

A 2-piece molecular cluster, C3H12NS overall (wB97M-V/def2-TZVPD, the OMol25 dataset).

Properties
- ΔE to the lowest compared entry with this formula, charge and spin (kcal per mole) = 24.46
- net charge = +1
- gap between HOMO and LUMO (eV) = 9.16

Last column: Mulliken charge in e.
Atoms and positions in Å:
S (0.4670, 0.0669, 0.3054)  -0.34
H (-2.5986, 1.5489, -2.7703)  0.35
N (-2.5210, 0.3758, -0.9870)  -0.35
H (-1.8678, 1.0700, -0.5927)  0.32
C (1.9471, 0.1717, 1.4732)  -0.49
H (1.6703, 0.3547, 2.5270)  0.35
C (2.5841, -1.2398, 1.5280)  -0.86
H (3.4955, -1.2283, 2.0924)  0.32
H (-1.4221, 0.1767, -2.7356)  0.30
H (2.4660, 1.0405, 1.0517)  0.37
H (-2.2419, -0.5658, -0.6967)  0.38
H (1.8610, -1.9216, 1.9839)  0.26
H (-3.1718, -0.1150, -2.9719)  0.32
H (2.7414, -1.3676, 0.4045)  0.27
H (-3.3988, 0.4192, -0.4537)  0.34
H (-0.4284, 0.5437, 1.2064)  0.14
C (-2.4047, 0.5123, -2.5021)  -0.69